(1)
Computed, not measured: a 3-piece molecular cluster, C32H52ClF2I2N3O10S overall, with ωB97M-V/def2-TZVPD.

```
103
Properties=species:S:1:pos:R:3:lowdin_charge:R:1
I -0.371 -1.718 -4.376 1.015
I 0.960 2.301 -4.076 0.937
Cl 3.193 -5.315 -1.460 0.668
S 4.869 -1.542 -0.321 0.912
F -0.715 2.510 -1.148 0.083
F 3.539 1.643 0.548 0.145
O -1.166 0.553 3.195 -0.199
O 1.773 -0.859 -0.548 -0.034
O 3.224 2.343 -1.434 0.194
O -4.883 5.920 -3.223 0.121
O -3.870 5.600 1.424 0.035
O 0.721 3.460 0.167 0.181
O 3.308 -2.350 -3.502 0.033
O -3.107 3.667 2.294 0.099
O -5.257 3.930 -2.238 0.013
O -0.396 0.060 -0.021 0.065
N 3.723 -2.629 -1.064 -0.373
N 1.380 1.460 -0.559 0.163
N 2.107 -4.267 -4.371 0.195
C 0.749 -2.229 5.409 -0.241
C 5.464 -4.391 -0.381 -0.323
C 1.002 0.151 0.010 -0.465
C 1.540 -1.474 -1.825 -0.341
C 1.873 0.309 -3.817 -0.723
C 0.888 -0.590 -2.962 -0.584
C -2.178 4.494 0.212 -0.078
C 2.693 -3.388 -4.012 -0.419
C -0.362 -3.195 0.905 -0.192
C -6.235 2.884 -2.361 -0.155
C -3.653 6.343 0.212 -0.149
C 1.051 1.262 2.417 -0.124
C -5.576 4.957 -3.069 -0.487
C -0.428 1.642 2.601 -0.209
C 2.210 -2.249 4.842 -0.114
C -3.067 4.508 1.436 -0.448
C 1.337 0.013 1.558 -0.053
C -2.512 0.684 2.747 -0.120
C 0.459 2.502 -0.470 -0.504
C 0.839 -3.383 -0.108 -0.200
C -0.156 -3.371 4.854 -0.204
C -0.823 -2.992 3.474 -0.177
C -7.475 3.562 -2.913 -0.158
C -2.275 5.936 -0.265 -0.136
C 0.613 -2.726 -1.505 -0.169
C 3.040 -1.926 -2.178 -0.292
C -6.882 4.668 -3.775 -0.075
C 0.151 -3.469 2.347 -0.226
C 2.747 1.824 -0.521 -0.486
C 2.157 -0.119 -5.288 -0.290
C 4.365 -3.890 -1.395 -0.659
C 4.947 -4.584 1.071 -0.132
H 1.438 1.043 3.441 0.127
H -8.131 2.883 -3.457 0.117
H -3.180 -0.040 3.254 0.091
H 0.133 0.121 -2.579 0.012
H -5.843 2.120 -3.037 0.128
H 3.528 -0.926 -2.136 0.099
H 5.783 -5.031 1.651 0.079
H -1.515 6.540 0.239 0.122
H 5.687 -5.419 -0.746 0.095
H -0.527 2.511 3.288 0.140
H -0.901 -2.237 0.776 0.095
H 4.872 -3.922 -2.383 0.112
H 2.412 -1.180 -5.440 0.043
H 2.843 -1.707 5.579 0.069
H -6.668 4.325 -4.789 0.134
H 2.840 0.543 -3.346 0.062
H 1.683 2.106 2.070 0.107
H 0.697 -3.520 -2.268 0.067
H 2.612 -3.274 4.754 0.073
H -0.934 -3.700 5.567 0.100
H -6.411 2.435 -1.385 0.127
H 1.364 0.177 -5.998 0.028
H 4.737 -3.617 1.575 0.044
H -0.871 -1.886 3.369 0.088
H 0.374 -4.558 2.410 0.122
H -8.051 4.003 -2.097 0.120
H 4.053 -5.225 1.137 0.056
H -0.963 1.916 1.671 0.092
H 6.416 -3.845 -0.467 0.088
H -2.594 3.798 -0.517 0.127
H -7.517 5.550 -3.797 0.127
H 0.494 -4.247 4.631 0.096
H 2.399 -0.293 1.646 0.102
H -1.175 4.195 0.456 0.079
H -0.467 -2.446 -1.526 0.081
H 0.839 -2.399 6.503 0.099
H -2.927 1.695 2.959 0.066
H 2.308 -1.672 3.899 0.046
H 0.299 -1.227 5.278 0.100
H -1.088 -3.999 0.642 0.117
H 1.762 -3.119 0.430 0.089
H 0.733 -0.849 1.892 0.106
H -4.434 6.076 -0.504 0.108
H -2.140 6.055 -1.339 0.121
H 3.050 0.464 -5.614 0.083
H -2.618 0.512 1.653 0.090
H 4.328 -1.285 0.907 -0.103
H -3.717 7.410 0.422 0.126
H 1.122 -2.945 2.460 0.082
H 0.880 -4.481 -0.263 0.078
H -1.810 -3.467 3.328 0.110
H -0.738 -0.500 -0.733 0.108
```

Its SMILES is CCCCCCCC[C@](O[C@@](O)(CCCOC)N(C(=O)F)C(=O)F)([C@H](I)[C@@H](C)I)[C@H](OC#N)N(S)[C@H](Cl)CC.O=C1CCCO1.O=C1CCCO1. Its LUMO energy is -0.122 eV.

(2)
Computed, not measured: C32H52N11O7 as an isolated structure, with ωB97M-V/def2-TZVPD.

```
102
Properties=species:S:1:pos:R:3:lowdin_charge:R:1
O -6.454 -3.900 -1.059 0.144
O 2.468 -2.251 -2.103 -0.158
O -8.490 -2.684 -1.074 0.005
O 3.561 -0.278 2.419 -0.191
O 4.420 -1.297 -0.307 -0.159
O -4.559 -0.163 1.715 0.129
O 2.223 2.616 -4.047 -0.154
N -2.658 -0.667 -0.722 -0.046
N 1.042 1.749 0.631 0.094
N 1.729 -0.793 0.445 0.225
N -0.789 2.717 2.069 0.148
N -0.837 2.885 -0.322 0.175
N -2.534 3.644 0.959 -0.039
N -0.611 -0.507 -1.087 0.043
N 1.193 1.810 2.976 0.075
N 1.043 2.115 -1.813 -0.068
N -4.352 1.935 0.419 -0.115
N -1.722 0.108 -1.398 0.106
C -0.151 -1.040 3.085 0.009
C 2.164 -0.364 -4.860 0.138
C 0.486 2.355 -0.586 -0.082
C 2.143 -4.336 1.778 -0.079
C 0.572 1.954 1.786 -0.386
C 0.341 -2.261 2.068 -0.210
C 1.057 3.209 -3.934 -0.262
C -4.035 -0.292 -0.719 -0.134
C 4.855 0.005 1.890 0.002
C 1.527 -3.196 2.639 -0.204
C 0.616 -1.808 0.442 -0.157
C 2.700 1.872 2.720 -0.028
C -1.945 -1.323 0.360 0.052
C -6.977 -2.837 -0.946 -0.396
C 3.376 0.452 3.355 -0.375
C -3.980 2.331 -0.737 -0.246
C 4.528 -2.555 -0.873 -0.158
C -1.362 2.950 0.695 -0.493
C -6.236 -1.575 -1.038 -0.125
C -0.666 -1.352 -0.013 -0.261
C 3.098 2.359 -2.927 -0.035
C -4.902 -1.714 -0.594 -0.157
C 1.699 -2.041 -3.081 -0.346
C 5.153 -1.382 0.903 -0.115
C 0.126 2.404 -3.000 0.017
C 3.749 -2.294 -2.256 -0.219
C -4.464 0.400 0.698 -0.283
C 1.981 -1.173 -4.104 -0.179
C 2.213 1.509 -1.729 -0.139
C -4.592 2.714 1.748 -0.044
C -3.298 3.360 2.475 0.142
C -3.353 3.861 -0.114 -0.158
H 1.583 0.251 0.386 0.062
H 4.236 -3.390 -0.427 0.059
H -4.254 -2.419 -1.093 0.123
H 3.221 3.544 -2.526 0.179
H 2.830 -4.946 2.365 0.071
H 3.926 2.165 -3.225 0.004
H 3.034 1.905 1.875 -0.020
H -3.923 4.623 -0.063 0.011
H 4.181 -1.205 -2.738 0.201
H -2.616 4.326 -1.310 0.207
H -5.558 3.242 1.440 0.144
H 3.196 2.638 3.541 0.173
H -5.099 1.930 2.384 0.112
H -1.031 -0.544 2.849 0.034
H 6.083 -1.429 0.834 0.018
H 2.683 0.262 4.216 0.134
H -0.006 1.041 -3.499 0.237
H 4.994 -2.371 1.539 0.173
H 2.392 0.374 -5.639 0.088
H 5.865 -0.203 2.857 0.259
H 4.864 0.731 1.331 0.019
H 0.687 -0.514 3.147 -0.036
H -3.199 1.791 -1.342 0.080
H -4.707 -2.082 0.359 0.090
H -0.767 2.697 -2.513 0.064
H 3.979 -3.121 -2.866 0.113
H 2.267 -1.109 -0.293 0.051
H -2.720 2.804 2.877 -0.028
H -4.265 0.071 -1.668 0.118
H 0.474 -1.960 -2.532 0.208
H 1.268 -5.076 1.663 0.100
H 2.502 -0.992 1.387 0.214
H 0.573 3.220 -4.759 0.061
H 1.182 -3.327 3.666 0.103
H -8.778 -3.617 -1.199 0.101
H -0.221 -1.645 4.124 0.137
H 4.286 0.868 4.035 0.152
H 2.424 -3.897 0.719 0.093
H 2.320 -2.317 2.648 0.104
H -2.445 -1.779 1.334 0.183
H -0.444 -2.970 1.949 0.097
H 1.604 -3.176 -3.513 0.179
H 0.866 -2.662 0.271 0.021
H 0.664 2.116 3.730 0.112
H 5.705 -2.595 -1.308 0.202
H -6.400 -1.062 -1.869 0.097
H 2.829 1.418 -0.862 0.114
H 2.395 0.674 -2.485 0.119
H -3.522 4.227 2.653 0.022
H -6.769 -1.005 -0.117 0.202
H -4.855 2.990 -1.523 0.174
H 1.371 4.273 -3.640 0.166
```

For the energy above the lowest of the compared OMol25 structures with the same formula, charge and spin, the calculation gives 3576.55 kJ/mol. The net charge is +1. Its LUMO energy is -2.170 eV.

(3)
Computed, not measured: a 8-piece molecular cluster, C32H52N8 overall, with ωB97M-V/def2-TZVPD.

```
92
Properties=species:S:1:pos:R:3:lowdin_charge:R:1
N 6.573 -33.974 -0.878 0.156
N 3.135 -31.816 0.985 0.167
N 5.848 -28.019 -4.995 0.142
N 2.463 -36.017 -1.111 0.000
N 6.871 -36.743 3.251 0.163
N 8.562 -27.002 0.482 0.170
N 5.916 -32.305 6.802 -0.001
N 13.894 -27.066 -1.265 0.147
C 6.282 -28.056 -3.932 -0.246
C 6.094 -33.791 5.172 -0.107
C 2.564 -30.821 0.932 -0.218
C 1.831 -29.550 0.873 -0.185
C 6.543 -33.370 0.103 -0.222
C 10.198 -28.271 3.807 -0.100
C 6.896 -31.849 5.982 -0.150
C 9.126 -37.754 2.424 -0.185
C 1.686 -37.128 -1.294 -0.151
C 7.030 -32.748 4.956 -0.120
C 3.744 -36.382 -0.791 -0.132
C 9.751 -26.064 2.596 -0.186
C 11.915 -29.713 -0.043 -0.252
C 13.681 -28.091 -0.803 -0.250
C 11.027 -29.145 -1.135 -0.116
C 8.920 -36.679 0.091 -0.112
C 5.417 -33.490 6.315 -0.131
C 9.543 -26.904 3.868 -0.257
C 0.455 -28.015 -0.612 -0.108
C 9.748 -36.846 1.351 -0.264
C 3.777 -37.748 -0.754 -0.118
C 2.473 -38.229 -1.059 -0.116
C 6.818 -28.151 -2.567 -0.190
C 7.846 -37.209 2.863 -0.226
C 5.314 -30.137 -2.000 -0.102
C 9.069 -26.580 1.418 -0.218
C 6.409 -32.728 1.410 -0.190
C 8.438 -31.205 1.242 -0.098
C 5.726 -28.708 -1.657 -0.259
C 13.418 -29.401 -0.207 -0.182
C 6.936 -31.286 1.461 -0.255
C 1.382 -29.199 -0.547 -0.270
H 4.612 -33.983 6.830 0.106
H 7.359 -30.888 6.129 0.100
H 4.857 -28.060 -1.787 0.105
H 10.820 -26.021 2.373 0.124
H 9.986 -26.316 4.678 0.108
H 10.755 -37.198 1.118 0.106
H 4.660 -38.332 -0.550 0.086
H 11.073 -28.055 -1.159 0.065
H 6.952 -33.343 2.131 0.096
H 0.940 -27.095 -0.291 0.077
H 8.941 -31.900 1.917 0.073
H 6.598 -30.826 2.392 0.106
H 8.658 -37.596 -0.441 0.078
H 5.358 -32.696 1.696 0.084
H 6.054 -28.664 -0.617 0.088
H 9.051 -38.790 2.101 0.119
H 11.609 -29.356 0.944 0.091
H 2.522 -28.793 1.255 0.123
H 6.007 -30.923 -1.697 0.059
H 11.335 -29.500 -2.123 0.084
H 1.022 -29.664 1.598 0.123
H 9.976 -28.864 4.692 0.073
H 7.779 -32.717 4.182 0.076
H 7.118 -27.157 -2.243 0.106
H 11.822 -30.801 -0.009 0.107
H 7.992 -36.139 0.288 0.048
H 4.513 -35.652 -0.610 0.078
H 8.691 -31.447 0.209 0.073
H 7.699 -28.791 -2.644 0.115
H 8.776 -30.184 1.430 0.046
H 9.471 -36.076 -0.635 0.074
H 5.558 -31.829 7.609 0.142
H 9.805 -28.866 2.971 0.048
H 9.883 -35.855 1.795 0.108
H 0.636 -37.020 -1.505 0.100
H 5.949 -34.668 4.562 0.063
H 9.413 -25.046 2.789 0.120
H 2.102 -35.085 -1.203 0.140
H 11.268 -28.187 3.618 0.077
H 2.205 -39.266 -1.166 0.084
H 5.044 -30.232 -3.055 0.075
H 13.898 -30.137 -0.855 0.119
H 0.131 -27.884 -1.649 0.078
H 13.920 -29.453 0.758 0.113
H 6.425 -30.684 0.702 0.085
H 8.479 -26.934 4.111 0.112
H 0.962 -30.100 -1.005 0.117
H 9.777 -37.729 3.304 0.118
H 2.284 -29.033 -1.144 0.099
H 4.378 -30.428 -1.506 0.051
H -0.469 -28.172 -0.054 0.077
H 9.984 -29.430 -1.000 0.048
```

For the energy above the lowest of the compared OMol25 structures with the same formula, charge and spin, the calculation gives 0.00 kJ/mol. Its SMILES is c1cc[nH]c1.c1cc[nH]c1.CCCC#N.CCCC#N.CCCC#N.CCCC#N.CCCC#N.CCCC#N. Its LUMO energy is 0.283 eV.

(4)
Computed, not measured: C32H52O34S4 as an isolated structure, with ωB97M-V/def2-TZVPD.

```
122
Properties=species:S:1:pos:R:3:lowdin_charge:R:1
S -4.038 1.447 -1.793 0.661
S -0.376 1.614 5.154 0.669
S 5.147 -4.459 -1.197 0.632
S 1.413 0.560 0.757 0.608
O -2.357 -4.387 -3.180 0.069
O 1.148 0.927 -0.743 -0.199
O -5.398 1.151 -2.521 -0.176
O 4.358 1.780 5.011 0.062
O 6.581 -3.682 -1.021 -0.191
O 0.227 0.598 4.335 -0.246
O 2.450 -0.491 0.781 -0.264
O -3.579 0.302 -0.988 -0.262
O -6.771 2.066 1.986 0.148
O 0.248 1.230 -5.591 0.053
O -3.123 2.025 -2.722 -0.248
O 1.673 1.750 1.516 -0.218
O 4.347 3.936 4.319 0.145
O 4.766 -4.503 -2.581 -0.233
O -0.079 6.580 2.046 0.162
O -0.798 -2.842 -3.643 0.074
O -0.850 -3.682 -1.579 0.142
O 5.225 -5.619 -0.397 -0.221
O 0.218 -6.644 1.768 0.069
O 0.583 4.632 1.172 0.082
O 4.774 2.246 2.865 0.084
O -4.675 2.583 -0.716 -0.186
O 0.010 -0.070 1.125 -0.197
O -1.706 1.470 5.719 -0.239
O -4.765 2.816 2.632 0.073
O -5.588 0.953 3.562 0.089
O -0.476 6.025 -0.129 0.086
O 0.599 0.095 -7.532 0.162
O -0.478 2.010 -7.512 0.082
O -0.384 3.016 4.302 -0.226
O -0.483 -8.830 2.217 0.135
O 0.722 2.164 6.224 -0.215
O 0.395 -8.326 0.314 0.076
O 4.225 -3.334 -0.459 -0.225
C -3.618 0.130 2.545 0.008
C 0.558 -5.918 0.540 -0.292
C -2.374 -4.225 -4.592 -0.115
C -6.447 1.445 -1.572 -0.174
C -0.150 4.884 -1.002 -0.041
C -1.301 -3.645 -2.685 -0.513
C 4.583 0.800 2.918 -0.080
C 0.913 -7.144 -0.339 -0.060
C -5.810 1.974 2.679 -0.557
C 0.206 3.908 0.048 -0.357
C -1.292 -3.299 -4.926 -0.317
C 0.001 5.855 1.102 -0.565
C 6.280 -2.279 -0.740 -0.158
C 1.729 -5.038 0.760 -0.041
C -0.268 -0.924 -0.083 -0.081
C -0.938 2.985 0.499 0.011
C 5.005 -2.213 0.063 -0.145
C 0.086 3.051 -4.081 -0.015
C -0.607 3.107 -6.566 -0.046
C 4.537 0.485 4.392 -0.296
C 4.456 2.766 4.062 -0.552
C 0.016 -7.984 1.517 -0.578
C -6.078 2.734 -1.019 -0.180
C 0.137 1.015 -6.945 -0.612
C -0.610 2.360 -5.232 -0.305
C -0.071 -3.801 -5.665 -0.007
C -4.165 0.957 3.732 -0.286
C 1.420 3.440 5.698 -0.056
C 3.318 -0.354 4.808 0.001
C -3.850 2.427 3.604 -0.127
C 0.944 3.623 4.285 -0.146
C 0.181 -0.016 -1.294 -0.096
H 6.286 -1.727 -1.670 0.129
H -1.558 3.563 -6.778 0.132
H 1.442 -4.172 1.348 0.089
H -6.551 2.806 -0.061 0.107
H -1.673 -2.433 -5.465 0.155
H 1.967 -4.664 -0.223 0.073
H -2.521 0.218 2.519 0.082
H 1.613 3.181 3.553 0.103
H -4.001 2.977 4.550 0.151
H -7.448 1.513 -2.066 0.161
H 0.309 -4.747 -5.260 0.097
H 0.388 -7.129 -1.324 0.144
H -0.066 2.353 -3.248 0.076
H 5.513 0.025 4.708 0.163
H -0.419 3.932 -3.777 0.062
H -6.521 0.620 -0.871 0.140
H -3.419 -3.922 -4.815 0.149
H 0.767 4.664 3.989 0.139
H -1.357 -1.099 -0.102 0.128
H 1.110 3.288 -4.453 0.118
H 5.385 0.280 2.422 0.124
H 0.317 -1.868 -0.018 0.121
H -2.872 2.712 3.276 0.113
H 4.404 -1.309 -0.017 0.104
H -0.295 -5.330 0.114 0.143
H -1.317 2.452 -0.355 0.065
H 2.984 -0.119 5.836 0.103
H 0.624 5.199 -1.689 0.133
H 2.580 0.057 4.131 0.050
H 0.663 -0.635 -2.040 0.133
H -2.258 -5.220 -5.011 0.137
H 1.979 -7.264 -0.409 0.124
H -6.228 3.572 -1.695 0.144
H 2.685 -5.477 1.097 0.103
H 3.683 0.531 2.365 0.080
H -0.540 2.369 1.342 0.080
H 0.986 3.207 -0.193 0.118
H 7.093 -1.902 -0.106 0.135
H -1.013 4.575 -1.559 0.120
H 1.084 4.198 6.384 0.129
H -3.950 0.594 1.616 0.067
H -0.292 -4.012 -6.684 0.078
H 5.174 -2.387 1.130 0.133
H -1.767 3.575 0.894 0.104
H -3.817 0.532 4.687 0.149
H -1.584 1.951 -4.926 0.146
H -0.611 0.554 -1.724 0.094
H 0.258 3.791 -6.657 0.147
H 3.428 -1.417 4.586 0.093
H 2.485 3.320 5.716 0.092
H -3.847 -0.931 2.491 0.093
H 0.738 -3.057 -5.571 0.104
```

Its LUMO energy is -0.227 eV.

| no. | Kohn-Sham gap (eV) |
| --- | --- |
| 1 | 9.3667 |
| 2 | 7.6534 |
| 3 | 8.0181 |
| 4 | 10.1413 |